The following is a quantum chemistry calculation of a 2-piece molecular cluster, C4H9ClO2 overall, from the OMol25 dataset.

Each atom is followed by the atoms it is bonded to, with distances in Å.
Geometry (Å):
1 C 2.13 -0.43 2.11  H8 1.103, H9 1.042, H10 1.054, H12 1.062
2 C -1.17 1.41 -2.80  O5 1.287, H11 1.053, H13 1.064
3 C -1.36 -0.87 0.47  O6 1.413, H14 1.008, H15 1.154, H16 1.143
4 C -0.39 0.77 -0.68  O5 1.318, O6 1.305, Cl7 1.828
5 O -1.30 1.20 -1.54  C2 1.287, C4 1.318
6 O -0.77 0.41 0.51  C3 1.413, C4 1.305
7 Cl 0.98 -0.16 -1.45  C4 1.828
8 H 1.04 -0.63 2.05  C1 1.103
9 H 2.35 -0.36 3.12  C1 1.042
10 H 2.43 0.37 1.50  C1 1.054
11 H -0.35 1.26 -3.44  C2 1.053
12 H 2.76 -1.23 1.80  C1 1.062
13 H -2.00 1.96 -3.18  C2 1.064
14 H -1.63 -1.04 1.43  C3 1.008
15 H -0.44 -1.53 0.27  C3 1.154
16 H -2.27 -1.14 -0.17  C3 1.143

Values from the calculation:
Charge = 0
Energy = -768.29562 hartree
Gap between HOMO and LUMO (spin up / spin down) = 8.26 / 8.35 eV
E_HOMO (spin up / spin down) = -7.8 / -7.8 eV
Energy above the lowest of the compared OMol25 structures with the same formula, charge and spin = 462.6 kJ/mol


The following is a quantum chemistry calculation of the molecule C4H9ClOSi, from the OMol25 dataset.

Each atom is followed by the atoms it is bonded to, with distances in Å.
Geometry (Å):
1 C 0.00 0.23 1.85  O5 1.190, Si6 1.916, Cl7 1.932
2 C -0.02 1.90 -0.70  Si6 1.930, H8 1.103, H9 1.073, H10 1.081
3 C 1.61 -0.94 -0.41  Si6 1.875, H11 1.191, H12 1.075, H13 1.011
4 C -1.45 -1.02 -0.47  Si6 1.931, H14 1.039, H15 1.007, H16 1.028
5 O 0.28 1.16 2.54  C1 1.190
6 Si 0.08 0.08 -0.06  C1 1.916, C2 1.930, C3 1.875, C4 1.931
7 Cl -0.71 -1.30 2.79  C1 1.932
8 H 0.95 2.13 -1.17  C2 1.103
9 H -0.66 2.10 -1.53  C2 1.073
10 H -0.39 2.50 0.12  C2 1.081
11 H 2.52 -0.17 -0.35  C3 1.191
12 H 1.57 -1.73 0.31  C3 1.075
13 H 1.52 -1.26 -1.36  C3 1.011
14 H -2.27 -0.40 -0.67  C4 1.039
15 H -1.27 -1.68 -1.21  C4 1.007
16 H -1.74 -1.61 0.32  C4 1.028

Values from the calculation:
Charge = 0
Energy = -982.73272 hartree
Gap between HOMO and LUMO = 10.55 eV
SMILES = C[Si](C)(C)C(=O)Cl
E_HOMO = -10.1 eV
Energy above the lowest of the compared OMol25 structures with the same formula, charge and spin = 201.6 kJ/mol


The following is a quantum chemistry calculation of the molecule C4H9F2NO, from the OMol25 dataset.

Each atom is followed by the atoms it is bonded to, with distances in Å.
Geometry (Å):
1 C -2.25 0.19 0.05  C2 1.562, H9 1.147, H10 1.053, H11 1.012
2 C -0.86 -0.23 -0.54  C1 1.562, C3 1.551, H12 1.080, H13 1.054
3 C 0.25 0.54 0.22  C2 1.551, C4 1.556, O6 1.381, H14 1.163
4 C 1.58 -0.23 -0.01  C3 1.556, N5 1.354, F7 1.471, F8 1.339
5 N 1.36 -1.51 0.38  C4 1.354, H15 1.017, H16 0.987
6 O 0.32 1.77 -0.40  C3 1.381, H17 0.953
7 F 2.62 0.47 0.76  C4 1.471
8 F 2.01 -0.09 -1.27  C4 1.339
9 H -2.24 1.34 0.10  C1 1.147
10 H -2.98 -0.01 -0.68  C1 1.053
11 H -2.50 -0.22 0.94  C1 1.012
12 H -0.62 -1.28 -0.59  C2 1.080
13 H -0.97 0.17 -1.51  C2 1.054
14 H -0.12 0.70 1.31  C3 1.163
15 H 2.12 -2.18 0.27  N5 1.017
16 H 1.06 -1.49 1.33  N5 0.987
17 H 1.22 2.07 -0.36  O6 0.953

Values from the calculation:
Charge = 0
Energy = -487.51913 hartree
Gap between HOMO and LUMO = 11.39 eV
SMILES = CC[C@H](O)C(N)(F)F
E_HOMO = -10.5 eV
Energy above the lowest of the compared OMol25 structures with the same formula, charge and spin = 136.7 kJ/mol


The following is a quantum chemistry calculation of a 2-piece molecular cluster, C4H9F2NO2 overall, from the OMol25 dataset.

Each atom is followed by the atoms it is bonded to, with distances in Å.
Geometry (Å):
1 C -1.11 0.48 0.84  C3 1.606, N5 1.520, H10 1.092, H11 1.152
2 C 1.02 -0.62 1.33  N5 1.332, H12 1.055, H13 1.084
3 C -1.64 1.81 0.10  C1 1.606, O6 1.456, H14 1.157, H15 1.069
4 C 1.23 -1.56 -0.92  O7 1.343, F8 1.381, F9 1.371
5 N 0.40 0.53 1.03  C1 1.520, C2 1.332, H16 1.023
6 O -0.99 2.14 -1.16  C3 1.456, H17 0.931
7 O 1.26 -2.90 -1.02  C4 1.343, H18 1.039
8 F 2.48 -0.99 -1.03  C4 1.381
9 F 0.43 -0.93 -1.84  C4 1.371
10 H -1.55 0.31 1.82  C1 1.092
11 H -1.44 -0.39 0.17  C1 1.152
12 H 2.05 -0.52 1.50  C2 1.055
13 H 0.54 -1.47 1.80  C2 1.084
14 H -1.38 2.75 0.72  C3 1.157
15 H -2.69 1.91 -0.07  C3 1.069
16 H 1.07 1.11 0.52  N5 1.023
17 H -1.25 1.56 -1.83  O6 0.931
18 H 1.56 -3.22 -1.96  O7 1.039

Values from the calculation:
Charge = 0
Energy = -562.64794 hartree
Gap between HOMO and LUMO (spin up / spin down) = 7.92 / 7.92 eV
E_HOMO (spin up / spin down) = -7.2 / -7.2 eV
Energy above the lowest of the compared OMol25 structures with the same formula, charge and spin = 196.4 kJ/mol


The following is a quantum chemistry calculation of the molecule C4H9F3NOP, from the OMol25 dataset.

Each atom is followed by the atoms it is bonded to, with distances in Å.
Geometry (Å):
1 C -2.21 -0.57 -0.44  P10 1.907, H11 1.110, H12 1.122, H13 1.087
2 C -0.59 1.98 0.31  P10 1.877, H14 1.137, H15 1.028, H16 1.161
3 C 0.77 -0.61 -0.43  C4 1.515, N5 1.478, P10 1.899, H17 1.266
4 C 2.06 0.13 -0.15  C3 1.515, F7 1.323, F8 1.339, F9 1.402
5 N 0.56 -1.99 0.06  C3 1.478, H18 0.957, H19 1.046
6 O -0.73 -0.30 1.91  P10 1.458
7 F 2.03 1.28 -0.80  C4 1.323
8 F 2.30 0.31 1.16  C4 1.339
9 F 3.17 -0.59 -0.63  C4 1.402
10 P -0.71 0.12 0.51  C1 1.907, C2 1.877, C3 1.899, O6 1.458
11 H -1.84 -1.38 -1.10  C1 1.110
12 H -2.84 -1.02 0.38  C1 1.122
13 H -2.51 0.41 -0.81  C1 1.087
14 H -1.14 2.65 1.05  C2 1.137
15 H 0.41 2.21 0.37  C2 1.028
16 H -1.04 2.32 -0.70  C2 1.161
17 H 0.71 -0.54 -1.69  C3 1.266
18 H 1.33 -2.53 -0.07  N5 0.957
19 H 0.28 -1.88 1.06  N5 1.046

Values from the calculation:
Charge = 0
Energy = -928.76811 hartree
Gap between HOMO and LUMO = 10.89 eV
SMILES = CP(C)(=O)[C@H](N)C(F)(F)F
E_HOMO = -10.2 eV
Energy above the lowest of the compared OMol25 structures with the same formula, charge and spin = 0.0 kJ/mol


The following is a quantum chemistry calculation of the molecule C4H9FN2O, from the OMol25 dataset.

Each atom is followed by the atoms it is bonded to, with distances in Å.
Geometry (Å):
1 C 0.92 1.50 -0.02  C2 1.547, H5 1.125, H6 1.100, H7 1.147
2 C 1.38 0.09 0.39  C1 1.547, C3 1.539, H8 1.165, F17 1.381
3 C 0.82 -1.09 -0.43  C2 1.539, H9 1.086, H10 1.102, O16 1.413
4 C -2.23 0.21 0.47  H12 1.140, N14 1.414, N15 1.247
5 H 0.69 1.41 -1.12  C1 1.125
6 H 1.75 2.16 0.24  C1 1.100
7 H -0.08 1.75 0.49  C1 1.147
8 H 1.09 -0.18 1.49  C2 1.165
9 H 1.16 -1.15 -1.45  C3 1.086
10 H 1.06 -2.06 0.03  C3 1.102
11 H -1.50 -1.68 1.09  N14 1.084
12 H -2.67 0.34 1.51  C4 1.140
13 H -1.58 0.76 -1.16  N15 1.031
14 N -1.21 -0.77 0.59  C4 1.414, H11 1.084, O16 1.346
15 N -2.40 0.89 -0.56  C4 1.247, H13 1.031
16 O -0.57 -0.91 -0.59  C3 1.413, N14 1.346
17 F 2.73 0.09 0.10  C2 1.381

Values from the calculation:
Charge = 0
Energy = -442.31876 hartree
Gap between HOMO and LUMO = 10.05 eV
SMILES = [H]/N=C\NOC[C@H](C)F
E_HOMO = -9.3 eV
Energy above the lowest of the compared OMol25 structures with the same formula, charge and spin = 219.5 kJ/mol


The following is a quantum chemistry calculation of the molecule C4H9FN2O2, from the OMol25 dataset.

Each atom is followed by the atoms it is bonded to, with distances in Å.
Geometry (Å):
1 C -0.26 0.05 -1.51  C4 1.558, H10 1.175, H11 1.068, H12 1.143
2 C -1.18 1.10 0.55  C4 1.500, H13 1.126, H14 1.052, H15 1.065
3 C 1.22 0.92 0.44  C4 1.488, H16 1.159, H17 1.198, H18 1.125
4 C -0.05 0.28 0.01  C1 1.558, C2 1.500, C3 1.488, N5 1.432
5 N -0.15 -1.05 0.56  C4 1.432, N6 1.319, F9 1.476
6 N 0.51 -2.14 0.24  N5 1.319, O7 1.211, O8 1.211
7 O 0.18 -3.12 0.87  N6 1.211
8 O 1.46 -1.98 -0.50  N6 1.211
9 F -1.43 -1.35 1.22  N5 1.476
10 H 0.76 -0.25 -2.01  C1 1.175
11 H -0.88 -0.81 -1.65  C1 1.068
12 H -0.50 0.94 -2.19  C1 1.143
13 H -0.99 1.24 1.65  C2 1.126
14 H -2.16 0.78 0.35  C2 1.052
15 H -1.15 2.07 0.11  C2 1.065
16 H 1.11 2.06 0.24  C3 1.159
17 H 1.29 0.68 1.61  C3 1.198
18 H 2.20 0.58 0.00  C3 1.125

Values from the calculation:
Charge = 0
Energy = -517.42845 hartree
Gap between HOMO and LUMO = 10.95 eV
SMILES = CC(C)(C)N(F)[N+](=O)[O-]
E_HOMO = -10.7 eV
Energy above the lowest of the compared OMol25 structures with the same formula, charge and spin = 321.6 kJ/mol


The following is a quantum chemistry calculation of a 2-piece molecular cluster, C4H9FN2O2S overall, from the OMol25 dataset.

Each atom is followed by the atoms it is bonded to, with distances in Å.
Geometry (Å):
1 C 0.73 1.32 -0.57  C2 1.501, N5 1.246, N6 1.379
2 C 1.53 1.06 -1.81  C1 1.501, H11 1.041, H12 1.155, H13 1.079
3 C 0.86 -1.56 1.93  C4 1.524, H14 1.068, H15 1.123, H16 1.062
4 C 1.09 -0.15 1.39  C3 1.524, N6 1.284, H18 1.149
5 N 0.11 2.40 -0.61  C1 1.246, H19 1.040
6 N 0.49 0.32 0.36  C1 1.379, C4 1.284
7 O -2.73 -1.68 -1.07  S10 1.666, H17 0.811
8 O -3.24 0.61 -1.22  S10 1.374
9 F -2.34 -0.44 0.92  S10 1.680
10 S -2.20 -0.14 -0.72  O7 1.666, O8 1.374, F9 1.680
11 H 1.12 1.79 -2.43  C2 1.041
12 H 1.30 -0.01 -2.17  C2 1.155
13 H 2.60 1.14 -1.71  C2 1.079
14 H -0.07 -2.06 1.82  C3 1.068
15 H 1.60 -2.22 1.39  C3 1.123
16 H 1.12 -1.53 2.96  C3 1.062
17 H -3.42 -1.79 -0.67  O7 0.811
18 H 1.94 0.35 1.99  C4 1.149
19 H -0.49 2.58 0.22  N5 1.040

Values from the calculation:
Charge = 0
Energy = -915.75023 hartree
Gap between HOMO and LUMO = 10.05 eV
E_HOMO = -9.4 eV
Energy above the lowest of the compared OMol25 structures with the same formula, charge and spin = 95.0 kJ/mol